# C13H52N14O13

A 13-piece molecular cluster, C13H52N14O13 overall (wB97M-V/def2-TZVPD, OMol25).

Element x y z (Å)
N: 5.397 0.481 0.370
C: 5.390 1.653 1.036
H: -1.212 1.407 5.706
H: -5.788 -1.439 -1.193
C: -1.213 -4.009 -0.469
H: -3.718 -2.240 2.154
H: -0.448 -3.551 1.389
H: -1.781 -0.603 -4.652
H: 0.908 0.340 2.411
H: 7.263 2.061 0.394
H: 2.351 -1.814 2.873
H: 2.098 2.881 1.937
H: 3.480 2.119 -1.992
H: 1.723 -1.904 4.501
O: -2.044 -4.818 -0.069
H: 6.562 3.172 1.588
H: -0.986 -0.386 6.173
H: -5.381 -2.663 1.469
C: 1.245 3.439 2.326
H: -4.273 -0.197 1.468
H: 1.991 0.261 1.089
N: -1.269 -0.740 -3.792
O: -1.365 0.060 4.184
O: -2.011 1.784 -2.512
H: 1.578 4.483 2.382
H: -0.568 -2.682 -1.860
H: -4.025 -0.255 -0.930
C: -0.123 -1.376 -4.130
H: 0.457 -0.724 -2.334
N: -0.459 -3.263 0.427
H: 2.320 -4.045 -0.377
H: 4.561 -1.077 -1.882
N: -5.735 -1.433 -2.194
H: 1.764 2.043 -2.092
H: -6.381 -1.988 -2.722
N: 1.062 0.472 1.428
N: -3.943 -0.060 -1.918
H: -4.441 3.427 0.056
H: 6.267 0.081 0.070
O: 0.224 -0.157 -0.636
O: 4.374 2.119 1.573
H: -2.582 3.242 2.249
H: 1.719 -1.613 -3.141
O: 0.123 -1.709 -5.297
H: -0.266 3.881 -0.927
H: -3.993 -2.779 0.536
H: 3.831 1.558 -4.043
H: -1.886 0.263 0.396
H: -1.492 -0.253 -2.943
H: -2.312 0.210 4.230
N: -1.142 0.508 1.029
H: 0.363 3.725 -3.189
H: 1.345 -3.926 2.409
N: -0.340 3.055 -3.437
H: -3.318 0.688 -2.207
N: 6.575 2.307 1.079
C: -4.209 3.269 1.113
N: -1.150 -3.490 -1.721
H: 0.393 3.368 1.655
H: -0.474 2.728 -4.376
H: 1.635 3.496 4.250
C: -4.423 -2.153 1.329
H: -4.707 4.191 1.444
H: 0.269 0.489 5.339
H: -1.715 -3.872 -2.457
O: 2.893 1.543 -3.858
N: -1.040 3.336 -1.262
H: 2.762 0.563 -2.036
H: 2.904 -4.057 -1.982
O: 0.977 3.091 3.685
N: 2.853 -3.592 -1.097
O: -4.699 -0.472 -4.007
N: 4.102 -1.969 -1.980
H: 0.084 -2.458 0.157
H: -1.652 2.982 -0.543
C: -4.818 -0.638 -2.789
C: 0.088 0.337 0.504
C: 2.660 1.562 -2.474
H: 4.571 -0.086 0.255
H: 2.916 -3.121 4.045
C: 3.402 -2.340 -0.896
O: 3.242 -1.697 0.143
O: -2.827 3.179 1.321
C: -0.810 0.426 5.467
H: 4.198 -2.580 -2.763
C: 2.097 -2.506 3.674
H: -1.211 0.735 2.006
H: -4.852 2.452 1.448
N: 0.799 -1.219 -3.149
O: -4.637 -0.836 0.853
O: 1.099 -3.396 3.168
C: -1.193 2.716 -2.461

Summary:
E = -61807.4083 eV
LUMO level = -0.1 eV
relative energy (zero: lowest compared OMol25 entry of this formula, charge and spin) = 4.723 eV
max |F| = 2.9 eV Å⁻¹